This record from the Open Molecules 2025 dataset describes C28H37Br2F3GaN6 as an isolated structure. The level of theory is ωB97M-V/def2-TZVPD.

- Orbital gap: 6.98 eV
- DFT total energy: -239186.077 eV

Structure (ORCA input):
```
! RIJCOSX wB97M-V def2-TZVPD def2/J DEFGRID3
* xyz -1 1
F -4.02175 3.06653 3.97428
C -2.78735 3.02057 3.10386
F -1.63420 2.94460 4.05131
Br -2.83837 4.70104 2.00547
C -2.89893 1.63163 2.24182
F -2.46388 0.52608 3.17532
Br -4.85507 1.20993 1.84667
C -2.02804 1.59553 0.85498
C -0.96774 0.30523 0.77185
Ga 0.71397 0.93075 1.87726
H -1.37795 2.54507 0.64429
H -2.74485 1.44988 -0.08243
H -1.42990 -0.69224 1.17323
H -0.66795 0.10093 -0.35948
H 1.02513 -0.05468 3.10150
H 0.44269 2.45589 2.38198
H 1.92958 1.02673 0.82641
N -5.83159 4.77996 -0.48625
C -6.05274 4.35013 -1.76878
C -6.19544 5.46016 -2.57106
C -6.04933 6.59959 -1.74425
C -5.82262 6.15039 -0.46255
H -5.69536 4.17988 0.31686
H -6.09111 3.29403 -1.99984
H -6.38319 5.45033 -3.63688
H -6.10299 7.63620 -2.05091
H -5.65745 6.68719 0.46207
N 0.16553 -1.94039 5.79419
C 0.32414 -3.28897 5.60788
C 1.61341 -3.61880 5.96170
C 2.25307 -2.42817 6.38180
C 1.33509 -1.40789 6.27094
H -0.68212 -1.41974 5.60969
H -0.49130 -3.89656 5.23897
H 2.04607 -4.61007 5.92271
H 3.27329 -2.32612 6.72853
H 1.41421 -0.35115 6.48866
N -3.21414 2.82372 -4.77744
C -3.43914 3.96288 -4.04927
C -2.54156 4.91970 -4.46763
C -1.75130 4.33898 -5.48816
C -2.19007 3.04534 -5.66111
H -3.72448 1.95570 -4.67886
H -4.21555 3.99454 -3.29667
H -2.46508 5.92749 -4.08052
H -0.94899 4.81358 -6.03820
H -1.86124 2.26522 -6.33465
N 1.38001 -2.00586 -1.94245
C 1.87476 -1.04018 -2.77984
C 3.17443 -0.77890 -2.40730
C 3.47602 -1.62091 -1.31035
C 2.35117 -2.36987 -1.04633
H 0.44496 -2.39041 -1.98039
H 1.26079 -0.62158 -3.56599
H 3.83443 -0.06042 -2.87582
H 4.41309 -1.67555 -0.77146
H 2.15879 -3.12771 -0.29865
N 1.97312 -6.01585 -3.71222
C 1.75197 -6.44569 -4.99475
C 1.60927 -5.33565 -5.79702
C 1.75538 -4.19622 -4.97022
C 1.98208 -4.64543 -3.68852
H 2.10935 -6.61593 -2.90911
H 1.71360 -7.50179 -5.22581
H 1.42152 -5.34548 -6.86285
H 1.70172 -3.15961 -5.27688
H 2.14726 -4.10863 -2.76390
N 4.86120 -2.67632 4.07608
C 5.12719 -2.22835 2.80836
C 6.49421 -2.14826 2.66332
C 7.07315 -2.56836 3.88463
C 6.04199 -2.89136 4.73805
H 3.93812 -2.82576 4.46238
H 4.32310 -2.00401 2.12038
H 7.01791 -1.82360 1.77357
H 8.12863 -2.62938 4.11639
H 6.04737 -3.25358 5.75742
*
```